ORCA calculation (ωB97M-V/def2-TZVPD) on 4 unconnected molecules or ions with the total composition H9O4 in a non-equilibrium geometry.

```
13
Properties=species:S:1:pos:R:3:forces:R:3:mulliken_charge:R:1
O 1.37914 0.99436 0.92581 1.33 -0.08 -1.24 -0.4630
H 0.45482 0.59244 0.78844 -0.66 -0.36 0.87 0.4798
H 1.91082 0.63422 1.65071 -0.69 -0.05 0.60 0.4199
H 2.01024 0.69048 0.09660 -0.51 0.07 0.56 0.4672
O 2.96163 0.38254 -0.82749 -0.18 1.00 -0.23 -0.6141
H 3.35550 1.24430 -1.02950 0.25 -0.28 -0.28 0.3757
H 3.58257 -0.31098 -1.04299 0.26 -0.39 -0.01 0.3504
O -3.60888 -1.26625 -0.61193 0.17 0.19 -0.02 -0.6162
H -4.03638 -0.61904 -1.18303 -0.05 -0.04 0.03 0.3171
H -4.22207 -2.00695 -0.58436 0.02 -0.06 0.03 0.3138
O -1.02438 0.14489 0.75127 0.81 0.55 -0.33 -0.7107
H -1.29972 0.07537 -0.16706 -0.48 -0.22 -0.08 0.3412
H -1.46328 -0.55538 1.23354 -0.26 -0.32 0.09 0.3388
```
Positions in Å, forces in eV/Å.

frontier orbital gap: 0.4123 hartree
LUMO level: -3.517 eV
charge: +1
spin multiplicity: 1
energy above the lowest of the compared OMol25 structures with the same formula, charge and spin: 77.0 kJ/mol
HOMO level: -14.74 eV

=====

ORCA calculation (ωB97M-V/def2-TZVPD) on a single C4H6N2O molecule.

```
13
Properties=species:S:1:pos:R:3:forces:R:3:mulliken_charge:R:1
H -2.93793 -0.45991 1.32383 0.07 0.01 0.01 0.2485
N -1.98898 -0.38077 0.96185 -0.12 0.19 -0.34 -0.6275
C -2.00457 0.19194 -0.16213 0.06 -0.19 0.34 0.6545
O -3.10968 0.64052 -0.78990 0.06 0.05 -0.10 -0.4982
N -0.83965 0.45701 -0.93869 0.46 -0.22 0.13 -0.4947
C 0.23274 -0.06200 -0.60936 -0.09 0.01 -0.06 0.5223
C 1.39634 -0.58435 -0.33954 -0.25 0.07 -0.07 -0.3988
C 2.41814 0.05541 0.56460 0.05 0.07 0.07 -0.9847
H -2.82549 1.04803 -1.62157 -0.06 -0.05 0.11 0.3786
H 1.60556 -1.55690 -0.77909 -0.04 0.13 0.02 0.3258
H 2.57446 -0.54981 1.46376 -0.03 0.08 -0.14 0.2736
H 2.09929 1.05282 0.87727 0.04 -0.15 -0.04 0.3094
H 3.37976 0.14802 0.04896 -0.14 -0.01 0.07 0.2911
```
Positions in Å, forces in eV/Å.

frontier orbital gap: 0.3627 hartree
LUMO level: 0.659 eV
charge: 0
spin multiplicity: 1
energy above the lowest of the compared OMol25 structures with the same formula, charge and spin: 187.9 kJ/mol
HOMO level: -9.21 eV
SMILES string: [H]/N=C(\O)N=C=CC

=====

ORCA calculation (ωB97M-V/def2-TZVPD) on a molecular structure, C3H12N2O in a non-equilibrium geometry.

```
18
Properties=species:S:1:pos:R:3:forces:R:3:mulliken_charge:R:1
N 1.76823 1.15771 1.08807 0.53 -0.49 -0.21 -0.7760
C 2.17674 0.15109 0.04129 -0.19 0.62 0.68 -0.4861
O 1.28016 -0.87636 0.02732 -0.41 0.12 0.08 -0.4583
H 1.67040 0.71069 2.00874 0.14 -0.06 -0.56 0.2499
H 2.55780 1.78578 1.16122 0.01 0.45 0.24 0.2994
H 2.24957 0.74275 -0.88248 -0.44 0.06 -0.31 0.2324
H 3.22197 -0.19333 0.16286 -0.23 -0.36 0.43 0.2694
C -1.31201 0.59847 -1.22734 1.07 -0.22 0.03 -2.5240
N -1.07642 -0.02670 0.09259 -0.17 -0.60 -0.14 1.6868
C -1.76898 -1.31344 0.26702 -0.87 -0.10 0.20 -3.1766
H -0.64231 1.46721 -1.33211 -0.41 0.04 0.28 -0.0250
H -0.87523 -0.12579 -1.92934 -0.50 0.11 -0.13 0.4245
H -2.34488 0.85489 -1.53113 0.34 -0.27 0.54 1.1030
H -1.20081 0.58555 0.90253 -0.40 -0.09 -0.48 0.2977
H 0.23246 -0.43383 0.14911 1.16 -0.32 -0.58 0.1150
H -2.84671 -1.16121 0.23537 -0.27 -0.10 -0.19 0.9386
H -1.57663 -1.81457 1.21251 0.39 0.48 0.47 0.3443
H -1.51337 -2.10892 -0.44624 0.23 0.76 -0.35 0.4851
```
Positions in Å, forces in eV/Å.

frontier orbital gap (spin up / spin down): 0.0959 / 0.3321 hartree
LUMO level (spin up / spin down): 3.942 / 3.801 eV
charge: -1
expectation value of S²: 0.750
spin multiplicity: 2
energy above the lowest of the compared OMol25 structures with the same formula, charge and spin: 113.9 kJ/mol
HOMO level (spin up / spin down): 1.33 / -5.24 eV

=====

ORCA calculation (ωB97M-V/def2-TZVPD) on 8 unconnected molecules or ions with the total composition C34H89N5O15 in a non-equilibrium geometry.

```
143
Properties=species:S:1:pos:R:3:forces:R:3:mulliken_charge:R:1
C 3.54239 -10.68951 -3.75004 -0.34 0.36 -0.52 -0.7124
O 4.53064 -9.69472 -3.80842 -0.29 0.49 -0.05 -0.3359
C 4.82635 -9.02210 -2.58944 0.88 -0.90 0.45 -0.7029
C 4.79856 -7.53027 -2.65536 0.21 1.21 -0.10 -0.6190
N 3.51733 -6.84701 -2.48536 -0.30 -0.30 -0.61 -0.4003
C 2.79700 -6.83140 -3.77690 -1.38 1.05 1.35 -0.4005
C 1.27359 -6.28598 -3.72165 2.01 -0.03 -0.61 -0.7015
O 1.02481 -4.90011 -4.05414 0.27 -0.07 0.61 -0.3357
C 1.46164 -3.89367 -3.13633 1.30 -0.60 -0.14 -0.6950
H 3.38871 -11.02319 -4.77627 0.09 -0.13 0.02 0.2306
H 2.59996 -10.24400 -3.43153 -0.23 -0.20 0.34 0.3211
H 3.81246 -11.55015 -3.13811 0.05 0.02 0.22 0.3109
H 5.83450 -9.38261 -2.38507 0.37 0.47 0.34 0.4066
H 4.25934 -9.33496 -1.71267 -0.63 -0.30 -0.25 0.3619
H 5.25636 -7.17444 -3.57834 0.32 -0.24 -0.41 0.3247
H 5.37642 -7.04733 -1.86736 0.61 -0.82 0.23 0.4780
H 3.83042 -5.93747 -2.17745 -0.76 0.45 -0.18 0.2550
H 2.78367 -7.88616 -4.05151 -0.35 0.11 -0.32 0.3841
H 3.31487 -6.27809 -4.56033 0.20 0.11 -0.18 0.3201
H 0.82950 -6.55005 -2.76188 -0.14 -0.10 -0.06 0.3525
H 0.88721 -6.84326 -4.57503 -0.81 0.20 0.30 0.3078
H 1.42567 -2.90210 -3.58754 -0.71 -0.20 -0.22 0.2771
H 2.52817 -3.99232 -2.93410 0.43 -0.32 -0.08 0.2358
H 1.04096 -3.88879 -2.13079 -0.81 -0.23 -0.15 0.3312
C -4.03095 0.01422 0.87533 -0.62 0.70 -0.31 -0.6765
O -4.12113 -0.63893 -0.35729 -0.48 -1.22 -2.13 -0.3653
C -5.30187 -0.35461 -1.21687 1.88 1.46 -0.94 -0.7278
C -5.94881 -1.58012 -1.87907 0.33 1.69 2.25 -0.4920
N -6.30112 -2.38898 -0.76824 -1.59 -0.90 -0.11 -0.3623
C -6.55939 -3.74162 -1.29657 2.20 1.19 0.76 -0.6936
C -7.31612 -4.62884 -0.38091 -0.80 -1.67 0.80 -0.6708
O -6.56803 -5.27923 0.72115 -0.77 0.55 -1.51 -0.3313
C -7.30525 -5.70387 1.88924 2.23 1.56 0.27 -0.7162
H -3.92307 1.08007 0.67427 -0.48 0.41 0.34 0.1583
H -3.12910 -0.22489 1.43889 0.02 -0.70 -0.35 0.2630
H -4.91905 -0.24332 1.45244 0.01 0.44 0.43 0.4126
H -5.05396 0.19651 -2.12402 1.39 0.42 -0.05 0.3772
H -5.84699 0.45733 -0.73551 -1.09 -0.92 0.56 0.4211
H -5.26911 -2.11627 -2.54139 0.43 0.34 -0.39 0.3835
H -6.79415 -1.18613 -2.44323 -0.21 -0.23 -0.11 0.3249
H -5.49483 -2.30951 -0.16518 0.00 -0.79 0.35 0.2481
H -5.55898 -4.07864 -1.56803 0.11 -1.08 0.00 0.4468
H -7.01026 -3.57579 -2.27500 -0.79 -0.41 0.27 0.4822
H -7.74966 -5.40513 -1.01141 -0.10 -0.40 0.10 0.3289
H -8.15726 -4.04858 -0.00161 -0.01 0.04 0.42 0.3443
H -6.50156 -5.63087 2.62195 0.01 0.07 0.43 0.2495
H -7.57450 -6.75110 2.02678 -0.87 0.07 -1.05 0.2700
H -7.97309 -4.89304 2.18018 -0.76 -0.60 -0.08 0.3339
C -6.53334 3.74969 -4.76632 -0.81 -0.08 1.53 -0.7181
O -5.72510 3.85897 -5.87828 1.35 0.85 -0.49 -0.3311
C -5.40816 5.22747 -6.10537 1.81 0.90 -0.09 -0.3782
C -4.07639 5.44745 -6.94578 -0.77 -1.40 0.71 -0.8947
N -2.86892 4.79837 -6.26362 -1.30 0.46 -1.55 -0.4004
C -2.17475 5.56093 -5.25267 -0.69 2.51 -0.50 -0.5244
C -0.85980 5.06025 -4.79044 0.84 -1.27 1.61 -0.7067
O -1.13072 3.94669 -3.93184 -1.64 -1.48 0.22 -0.2955
C -0.21172 3.01267 -3.36139 1.22 2.23 -1.00 -0.4167
H -7.55603 4.04088 -5.00593 -0.40 -0.61 -0.07 0.3372
H -6.30881 4.38596 -3.91025 0.73 0.76 -0.22 0.2878
H -6.40332 2.79180 -4.26268 -0.49 -0.52 -0.77 0.2455
H -5.13934 5.71870 -5.17021 -0.40 -0.14 0.53 0.2523
H -6.26429 5.76960 -6.50693 -0.08 -0.02 -0.37 0.4620
H -3.97267 6.50070 -7.20659 0.31 0.11 0.58 0.3951
H -4.28286 4.98095 -7.90903 0.57 -0.40 -0.08 0.3412
H -3.30395 3.97691 -5.86858 0.41 -0.34 0.33 0.2597
H -2.85093 5.99203 -4.51441 0.03 -0.94 1.13 0.3786
H -1.86798 6.54998 -5.59293 0.04 0.18 -1.35 0.3841
H -0.31177 5.74979 -4.14833 -0.26 0.77 -0.06 0.3945
H -0.16808 4.87821 -5.61293 -0.25 -0.64 -0.31 0.4347
H -0.45943 2.84049 -2.31397 -0.19 -0.28 -0.29 -0.1928
H 0.73348 3.55456 -3.39377 0.60 -0.20 0.50 0.4157
H -0.02083 2.12873 -3.96993 -0.63 -0.23 0.09 0.3752
C 7.93003 -0.62926 8.65991 -0.30 -0.91 -1.13 -0.7475
O 7.75852 -0.52963 7.22193 -1.03 0.58 0.54 -0.3418
C 6.34205 -0.23291 6.92952 2.38 -0.28 0.20 -0.8136
C 6.05364 -0.14581 5.43187 0.42 3.30 2.09 -0.3093
N 6.92064 0.92671 4.84152 0.52 -1.43 -3.17 -0.3567
C 6.81971 0.88237 3.28695 -0.61 -0.33 2.56 -1.0751
C 5.39402 0.88935 2.64356 1.19 -0.57 0.50 0.2539
O 5.43945 1.27492 1.31081 1.46 -0.37 -3.11 -0.4473
C 6.02406 0.28244 0.36059 -1.42 -0.16 0.48 -0.8867
H 8.93924 -0.37217 8.98164 0.08 -0.13 -0.46 0.2466
H 7.70542 -1.68205 8.83107 0.21 -0.06 0.83 0.2859
H 7.24969 -0.02368 9.25867 -0.26 0.25 -0.29 0.3167
H 6.23087 0.73694 7.41443 -0.74 0.16 -0.13 0.3191
H 5.70005 -0.98118 7.39430 -0.13 -0.05 0.12 0.3959
H 5.13064 0.42874 5.50973 -1.26 -1.41 -0.58 0.2864
H 6.04372 -1.13587 4.97603 0.13 0.50 -0.49 0.4384
H 6.80345 1.86868 5.18656 -0.61 -0.24 0.33 0.2836
H 7.30131 -0.08717 3.15984 0.22 0.23 -0.98 0.3738
H 7.35160 1.73454 2.86388 0.29 -0.25 0.05 0.4053
H 4.76148 1.62169 3.14523 -0.16 -0.16 0.10 0.0995
H 4.96270 -0.11154 2.62685 -0.33 -0.20 0.76 0.2262
H 5.75593 0.45970 -0.68094 -0.23 1.14 0.20 0.3442
H 5.52020 -0.67517 0.49171 -0.05 -0.28 0.66 0.3275
H 7.09004 0.05949 0.31491 0.22 0.67 0.90 0.3492
C -0.43225 0.00983 -1.91564 0.05 0.36 0.50 -0.7790
O 0.35323 0.86486 -1.07632 -0.84 -0.21 0.40 -0.0397
C 1.47585 0.29430 -0.51705 1.87 -0.94 2.32 -1.3191
C 2.00985 1.01377 0.77258 -0.44 0.38 -1.72 0.1055
N 1.10855 1.04517 1.93726 -0.07 1.00 -0.23 -0.2757
C 1.38168 2.22219 2.78024 1.14 0.37 0.83 -0.2786
C 0.84659 3.56197 2.30311 -1.84 0.28 -0.02 -0.8796
O -0.33183 3.38436 1.49135 0.96 0.00 -1.67 -0.1142
C -1.56986 3.01758 2.07474 0.28 0.41 0.29 -0.6357
H 0.24344 -0.51697 -2.58946 -0.29 0.09 -0.46 0.3417
H -1.17169 0.66796 -2.37193 0.38 -0.13 -0.52 0.1746
H -1.04657 -0.71788 -1.38539 0.33 -0.18 0.52 0.3627
H 2.33691 0.28486 -1.18532 0.08 0.29 -0.49 0.4823
H 1.48613 -0.72352 -0.12713 -1.43 -0.77 -0.63 0.4220
H 2.22438 1.96519 0.28587 0.29 0.89 0.97 0.2257
H 2.94642 0.52953 1.04904 0.05 0.11 -0.10 0.1650
H 0.22033 1.32520 1.54644 -0.59 -0.63 -0.30 0.2061
H 2.45839 2.38695 2.82104 0.21 -0.35 0.19 -0.1250
H 1.06921 2.15234 3.82215 -0.22 -0.96 -0.01 0.3405
H 1.65033 4.12560 1.82938 -0.63 0.01 -0.93 0.3592
H 0.45251 4.22376 3.07437 0.66 -0.16 0.87 0.4841
H -2.07190 3.93711 2.37559 -0.32 -0.08 0.41 0.3839
H -1.47206 2.33993 2.92286 0.05 -0.07 0.08 0.4968
H -2.17170 2.55281 1.29380 0.14 -0.08 0.03 -0.1428
O -3.34842 5.05315 -2.21860 -0.14 0.06 0.03 -0.4686
C -2.99641 4.95613 -0.82594 -1.22 -1.69 -2.07 -0.2797
C -1.64979 5.55675 -0.64027 -1.38 1.80 -1.59 -0.1991
O -1.46433 5.92678 0.67332 1.00 -0.11 0.73 -0.6109
H -2.65550 4.60390 -2.70813 0.28 -0.22 -0.54 0.2490
H -3.89999 5.36977 -0.37811 0.74 0.40 0.85 0.2176
H -2.95056 3.88471 -0.63086 -0.21 -0.29 0.64 0.1841
H -1.72951 6.42606 -1.29300 0.30 0.69 0.34 0.4422
H -0.88756 4.98499 -1.16961 0.38 -0.58 0.67 0.0995
H -1.17189 5.09618 1.05567 0.48 -0.03 0.70 0.3028
O 0.87658 2.89480 7.18225 -0.44 -0.36 -0.61 -0.5211
C -0.06868 3.94472 7.37770 -0.71 0.19 0.62 -0.4216
C -1.51194 3.65987 6.76864 1.69 1.53 -0.54 -0.0184
O -1.89413 2.37880 7.04463 -0.35 -1.28 0.50 -0.5084
H 1.42899 3.20483 6.46091 0.18 -0.45 -0.08 0.2859
H -0.17041 4.00900 8.46104 -0.18 0.18 0.04 0.2334
H 0.46043 4.83115 7.02787 -0.83 0.52 -0.08 0.3781
H -1.48760 3.81363 5.68982 0.25 0.11 -0.46 -0.0989
H -2.28803 4.34534 7.10911 0.30 0.13 0.49 0.3380
H -1.10700 1.85797 6.86923 0.12 -0.57 0.08 0.3461
O 2.53299 -0.98633 4.36815 0.08 -0.01 0.33 -0.6596
H 2.12413 -0.58950 3.59900 -0.39 0.28 -0.41 0.3859
H 3.26704 -1.49018 4.01666 0.18 -0.15 -0.03 0.2812
```
Positions in Å, forces in eV/Å.

frontier orbital gap: 0.3192 hartree
LUMO level: 0.208 eV
charge: 0
spin multiplicity: 1
energy above the lowest of the compared OMol25 structures with the same formula, charge and spin: 104.6 kJ/mol
HOMO level: -8.48 eV
SMILES string: COCCNCCOC.COCCNCCOC.COCCNCCOC.COCCNCCOC.COCCNCCOC.OCCO.OCCO.O